The following is a quantum chemistry calculation of C2H13F4HfO5 as an isolated structure, from the Open Molecules 2025 dataset.

As for the total charge: -1. The calculation puts the energy at -24685.375 eV. For the energy relative to the best compared isomer or geometry (same formula, charge and spin), the calculation gives 2130.5 kJ/mol. Its multiplicity is 1. The calculation puts the lowest unoccupied orbital energy at -1.4 eV.

```
25
C2H13F4HfO5 (the ωB97M-V functional and the def2-TZVPD basis)
Hf -2.36 -4.46 -20.12
F -1.63 -5.73 -22.98
F -1.63 -7.64 -19.36
F -1.98 -1.68 -18.45
F 0.96 -4.74 -19.51
C -6.04 -2.11 -24.23
C -6.20 -2.26 -22.83
O -5.03 -2.45 -22.10
H -5.55 -1.20 -24.57
H -6.96 -2.07 -24.81
H -5.41 -2.87 -24.69
H -6.87 -3.08 -22.56
H -6.61 -1.30 -22.51
O -5.07 -4.37 -17.97
H -5.87 -4.88 -18.06
H -5.28 -3.71 -17.30
O -1.57 -5.03 -16.35
H -2.08 -5.14 -15.55
H -0.76 -5.52 -16.20
O -5.01 -6.47 -21.04
H -5.02 -7.35 -20.65
H -5.93 -6.26 -21.18
O -0.79 -1.93 -22.29
H -0.01 -1.97 -22.84
H -1.04 -1.01 -22.29
```